1.
This record from OMol25 describes the molecule C5H9Cl at a distorted geometry. The level of theory is ωB97M-V/def2-TZVPD.

Output
- SMILES string: ClC1CCCC1
- HOMO-LUMO gap: 11.54 eV
- Total charge: 0
- HOMO: -10.477 eV

Last column: Mulliken charge in e.
Positions of all 15 atoms, in Å:
C  -0.9248  -0.8063  -0.0240  0.024
C  0.5517  -1.0590  -0.3886  -0.810
C  1.2775  0.0924  0.3058  -0.481
C  0.1538  1.2023  0.4664  -0.649
C  -1.0907  0.6409  -0.1892  -0.588
H  -1.0676  -1.0776  1.0047  0.355
H  0.7214  -0.9084  -1.4646  0.289
H  1.0012  -2.0233  -0.1804  0.374
H  1.5774  -0.1165  1.3641  0.218
H  2.1292  0.4492  -0.2649  0.333
H  0.5595  2.0735  -0.0441  0.276
H  0.0838  1.4646  1.4986  0.329
H  -2.0266  1.0952  0.2434  0.283
H  -0.9239  0.7675  -1.2654  0.274
Cl  -2.0219  -1.7945  -1.0617  -0.227

***

2.
This record from OMol25 describes the molecule C4H5NOS at a distorted geometry. The level of theory is ωB97M-V/def2-TZVPD.

Output
- SMILES string: C#CC(=S)N(C)O
- HOMO-LUMO gap: 8.57 eV
- Total charge: 0
- HOMO: -8.605 eV

Last column: Mulliken charge in e.
Positions of all 12 atoms, in Å:
C  -0.5746  -0.9790  0.9816  -0.725
C  0.7416  0.5108  -0.6468  0.328
C  -0.1574  1.5443  -0.4642  -0.468
C  -1.0810  2.3163  -0.3651  0.055
H  -1.1206  -1.8917  0.6261  0.283
H  -0.1483  -1.0147  2.0111  0.276
H  -1.2207  -0.0980  0.9319  0.214
H  1.7615  -1.5507  -1.0007  0.284
H  -1.9273  2.9412  -0.2768  0.413
N  0.4633  -0.6560  0.0074  0.241
O  1.1905  -1.7504  -0.2222  -0.417
S  2.0730  0.6278  -1.5823  -0.483

***

3.
This record from OMol25 describes a cluster of 3 separate species, C6H18O3 in total at a distorted geometry. The level of theory is ωB97M-V/def2-TZVPD.

Output
- SMILES string: CCO.CCO.CCO
- HOMO-LUMO gap: 10.12 eV
- Total charge: 0
- HOMO: -9.419 eV

Last column: Mulliken charge in e.
Positions of all 27 atoms, in Å:
C  2.5376  -0.5738  -33.9364  -0.926
C  2.1178  -0.5227  -35.3880  -0.209
O  2.6377  0.6810  -35.8587  -0.608
H  2.1589  -1.4702  -33.4453  0.345
H  2.2815  0.2503  -33.2705  0.204
H  3.6255  -0.6369  -33.9141  0.281
H  1.0619  -0.5743  -35.6534  0.217
H  2.5265  -1.3206  -36.0080  0.281
H  2.0385  1.4013  -35.6497  0.450
C  -1.7781  1.7223  -32.5814  -0.818
C  -2.2828  2.4916  -33.7827  -0.341
O  -1.8151  1.6821  -34.8865  -0.551
H  -1.6967  2.4866  -31.8086  0.332
H  -0.7413  1.3969  -32.6677  0.154
H  -2.4267  0.8937  -32.2974  0.380
H  -1.7305  3.4266  -33.8767  0.267
H  -3.3583  2.6690  -33.7852  0.312
H  -2.1803  0.7954  -34.8418  0.298
C  1.9315  3.7737  -33.4982  -1.002
C  1.4089  3.6173  -34.9034  -0.265
O  0.7009  2.4002  -34.9120  -0.543
H  1.2056  3.5482  -32.7170  0.219
H  2.2586  4.7844  -33.2542  0.390
H  2.7741  3.1011  -33.3378  0.263
H  2.2063  3.5419  -35.6427  0.288
H  0.6749  4.3453  -35.2489  0.382
H  -0.2445  2.5248  -34.8008  0.203

***

4.
This record from OMol25 describes a cluster of 10 separate species, C50H126N10O10 in total at a distorted geometry. The level of theory is ωB97M-V/def2-TZVPD.

Output
- SMILES string: CC1(C)CCCC(C)(C)N1O.CC1(C)CCCC(C)(C)N1O.COC[C@H](C)N.COC[C@H](C)N.COC[C@H](C)N.COC[C@H](C)N.COC[C@H](C)N.COC[C@H](C)N.COC[C@H](C)N.COC[C@H](C)N
- HOMO-LUMO gap: 9.08 eV
- Total charge: 0
- HOMO: -8.493 eV

Last column: Mulliken charge in e.
Positions of all 196 atoms, in Å:
C  -1.4661  -2.2565  -4.2073  -1.197
C  -0.7261  -3.5658  -4.5583  2.079
C  -0.2675  -3.4426  -6.0253  -1.025
C  0.6983  -4.4511  -6.4709  -0.541
C  1.8527  -4.3983  -5.4649  -1.439
C  1.4454  -4.6752  -3.9925  1.898
N  0.4952  -3.6532  -3.7263  -0.250
O  0.0396  -3.6743  -2.3686  3.408
C  1.0028  -6.0936  -3.7058  -1.360
C  2.5921  -4.4273  -2.9247  -1.627
C  -1.7313  -4.7533  -4.3940  -1.490
H  -2.2613  -2.1689  -4.9213  0.938
H  -0.7536  -1.4409  -4.2936  -0.585
H  -1.8859  -2.2758  -3.2187  -0.464
H  -1.1650  -3.4300  -6.6985  0.345
H  0.0900  -2.4092  -6.1361  -0.158
H  1.2405  -4.1136  -7.3969  0.484
H  0.3423  -5.4839  -6.6213  0.359
H  2.0835  -3.2932  -5.4500  0.134
H  2.7889  -4.8630  -5.8288  0.409
H  0.5612  -6.2806  -2.7458  0.102
H  0.3841  -6.5601  -4.4947  0.189
H  1.9371  -6.7379  -3.5970  0.428
H  2.7608  -3.3376  -2.8435  0.000
H  2.3651  -4.7097  -1.9016  0.011
H  3.4917  -4.9363  -3.2564  0.640
H  -2.7391  -4.5856  -4.7004  0.440
H  -1.7347  -5.1458  -3.3685  -0.003
H  -1.4780  -5.5588  -5.0832  0.447
H  -0.3536  -4.5360  -2.1861  -1.222
C  1.3296  3.4063  -3.5718  -1.122
C  1.6854  3.0025  -5.0236  1.926
C  2.0075  1.4481  -5.1839  -1.582
C  0.7666  0.5619  -5.1655  1.691
C  -0.2448  1.0586  -6.2880  -1.206
C  -0.5731  2.5499  -6.0873  1.567
N  0.6751  3.3390  -6.0524  0.103
O  0.3429  4.7120  -6.0176  -0.497
C  -1.4714  2.9779  -7.3131  -1.913
C  -1.5408  2.7408  -4.8955  -1.484
C  2.9116  3.8993  -5.4017  -1.926
H  2.2891  3.3767  -2.9824  0.405
H  0.6973  2.6949  -3.0617  -0.554
H  0.9087  4.4320  -3.5304  0.607
H  2.5458  1.3324  -6.1382  0.406
H  2.6654  1.0642  -4.4065  0.499
H  0.2416  0.6185  -4.2040  -0.679
H  0.9600  -0.4753  -5.3403  -0.506
H  -1.2277  0.5653  -6.2073  0.328
H  0.1982  0.8038  -7.3230  0.375
H  -2.3546  2.3262  -7.4810  0.381
H  -1.9260  3.9300  -7.1725  0.440
H  -0.9969  2.9667  -8.3199  0.406
H  -1.1052  2.4396  -3.9624  -0.016
H  -1.8027  3.8180  -4.8199  0.361
H  -2.4769  2.2261  -5.1753  0.504
H  2.7825  4.8039  -4.7298  0.326
H  2.9566  4.0720  -6.4169  0.522
H  3.8675  3.4606  -5.0779  0.404
H  0.7457  5.1477  -6.7662  0.340
C  -5.4258  -3.0942  -2.6062  -1.487
C  -4.2309  -3.3729  -1.6517  1.842
C  -4.1500  -2.1691  -0.7294  -1.483
O  -3.2875  -2.4216  0.3432  -0.251
C  -1.9646  -2.5486  -0.0738  0.039
N  -4.3203  -4.6792  -0.9666  -0.571
H  -5.3977  -3.6406  -3.5907  0.284
H  -5.5636  -2.0271  -2.8317  0.376
H  -6.3434  -3.3577  -2.0214  0.439
H  -3.3277  -3.4761  -2.2533  -0.905
H  -5.1050  -1.9010  -0.2743  0.543
H  -3.9072  -1.2821  -1.3039  0.500
H  -1.5364  -1.7178  -0.6692  0.373
H  -1.7649  -3.4618  -0.5863  -0.604
H  -1.3794  -2.5695  0.8589  -0.080
H  -5.3011  -4.9445  -0.8191  0.324
H  -3.9051  -4.5662  -0.0166  0.184
C  1.5495  7.1561  4.5237  -1.089
C  1.3634  6.4846  3.1422  0.106
C  2.8064  6.0752  2.4942  -0.983
O  3.4870  5.2204  3.4488  -0.003
C  4.7025  4.6864  3.0420  -0.766
N  0.5169  5.3491  3.1217  0.086
H  2.0022  6.4163  5.1978  -0.080
H  0.6333  7.6066  4.9219  0.382
H  2.3883  7.8392  4.3833  0.431
H  0.9226  7.2610  2.4733  0.463
H  3.4110  6.9895  2.3999  0.448
H  2.7403  5.5244  1.5978  0.460
H  5.4709  5.3748  2.6779  0.351
H  4.5985  3.8292  2.3870  0.233
H  5.1497  4.2632  3.9735  0.172
H  0.9534  4.6865  3.8088  0.060
H  0.5750  4.8949  2.2466  -0.127
C  -2.4507  0.6658  2.1175  0.509
C  -3.2025  0.0385  3.2851  0.896
C  -4.6024  0.7019  3.3961  -0.710
O  -5.2885  0.2712  4.5469  -0.473
C  -4.5542  0.4586  5.7700  -0.417
N  -3.2938  -1.4028  3.1374  -0.077
H  -2.5798  1.7182  2.0447  -0.556
H  -2.8453  0.1751  1.2284  -0.094
H  -1.4119  0.4355  2.2442  -0.393
H  -2.6102  0.1698  4.1910  -0.440
H  -5.2973  0.4613  2.5358  0.231
H  -4.3480  1.7667  3.4755  0.503
H  -5.0907  0.1473  6.5961  0.379
H  -4.1671  1.4868  5.7721  0.227
H  -3.7128  -0.3127  5.7362  0.082
H  -4.1057  -1.8011  3.6592  0.339
H  -3.5631  -1.7478  2.1812  0.088
C  -1.5779  -7.3542  1.2475  -1.666
C  -1.1053  -6.0006  0.7051  0.639
C  0.3762  -5.8054  0.8962  -0.455
O  1.1214  -6.5387  -0.0738  -0.295
C  2.5200  -6.5576  0.0777  -0.862
N  -1.3164  -5.8467  -0.7567  -0.653
H  -2.6464  -7.4789  1.0136  0.406
H  -1.5974  -7.2766  2.3666  0.421
H  -0.9704  -8.1532  0.8509  0.335
H  -1.6897  -5.1687  1.2458  -0.226
H  0.7233  -6.1034  1.8746  0.720
H  0.6278  -4.7394  0.7926  -0.074
H  2.9795  -5.6208  -0.2581  0.292
H  2.8820  -7.3902  -0.5151  0.303
H  2.8232  -6.7382  1.1048  0.341
H  -2.2547  -5.8460  -1.1030  0.115
H  -0.8854  -6.7013  -1.0579  0.466
C  4.3717  1.9283  7.0808  -1.517
C  3.5750  3.0577  6.3912  1.608
C  2.1285  2.5773  6.4795  -0.791
O  1.2857  3.3060  5.5637  -0.184
C  -0.0476  2.7984  5.4710  -0.543
N  3.7655  4.3149  7.1189  -0.722
H  4.5361  1.0496  6.4392  0.281
H  4.0340  1.5896  8.0829  0.275
H  5.3602  2.2835  7.1863  0.488
H  3.9603  3.1216  5.4010  -0.588
H  1.7092  2.7209  7.4648  0.455
H  2.0793  1.5064  6.2286  -0.034
H  -0.6674  3.4963  4.8880  -0.010
H  -0.6153  2.8352  6.4323  0.397
H  -0.0462  1.8673  4.9070  0.165
H  4.5871  4.8079  6.7248  0.353
H  3.0445  5.0005  6.9385  0.237
C  2.0663  -0.2668  -2.0826  -1.674
C  2.1931  -0.6771  -0.5795  -0.086
C  1.5591  0.3501  0.3758  1.060
O  2.3185  1.4964  0.3767  -0.675
C  1.9665  2.3671  1.4804  0.865
N  1.7062  -2.0835  -0.4301  -0.157
H  1.0421  -0.1198  -2.3261  0.185
H  2.4890  -1.0066  -2.7232  0.645
H  2.6004  0.6750  -2.2658  0.496
H  3.2679  -0.7547  -0.2607  0.410
H  1.5379  -0.0341  1.3963  -0.616
H  0.5059  0.5855  0.1028  -0.136
H  2.6602  3.1975  1.5128  -0.189
H  2.1011  1.9034  2.4483  0.056
H  0.9148  2.6683  1.4916  -0.338
H  0.7976  -2.1289  -0.8592  -0.639
H  2.3347  -2.5098  -1.0601  0.172
C  -0.1612  -1.0794  5.6063  -1.056
C  0.2381  -1.4294  4.1995  2.591
C  1.7180  -1.5858  3.9789  -1.177
O  2.3649  -0.2522  4.1466  0.141
C  3.7421  -0.3138  3.7977  -0.550
N  -0.4413  -2.6456  3.7603  -0.271
H  -0.3220  -2.0313  6.2190  0.402
H  -1.1667  -0.6808  5.4745  -0.096
H  0.4263  -0.3415  6.0926  0.143
H  -0.0112  -0.5931  3.4998  -1.640
H  1.9361  -1.9612  2.8944  0.160
H  2.1702  -2.2531  4.7865  0.439
H  4.3516  -1.0420  4.3867  0.309
H  4.1289  0.7180  4.0577  0.034
H  3.9164  -0.5271  2.7250  0.111
H  -0.2129  -3.5055  4.2900  0.271
H  -1.4458  -2.5191  3.6858  0.217
C  -3.1002  4.7857  2.4183  -1.509
C  -2.2535  5.3799  1.3047  -0.223
C  -1.2901  4.2590  0.8146  -0.079
O  -1.8784  3.4657  -0.1886  -0.476
C  -0.9351  3.0090  -1.1593  -0.594
N  -3.0271  6.0590  0.3079  -0.638
H  -2.6475  4.6126  3.3457  0.267
H  -3.5747  3.8672  2.1033  0.215
H  -3.9298  5.4181  2.6236  0.564
H  -1.6746  6.1163  1.8022  0.247
H  -1.0036  3.6001  1.6737  -0.340
H  -0.4159  4.7233  0.4029  1.281
H  -1.3683  2.1664  -1.6866  0.317
H  -0.0403  2.6308  -0.7220  0.164
H  -0.7288  3.8014  -1.9162  0.310
H  -3.7007  5.3698  0.0574  0.308
H  -2.4953  6.4739  -0.4578  0.280